1.
{
  "formula": "C34H49BrN4O5PdSSi",
  "method": "the ωB97M-V functional and the def2-TZVPD basis",
  "lumo_ev": [-0.01, -1.95],
  "e_homo_ev": [-7.046, -7.102],
  "spin_multiplicity": 3,
  "de_lowest_ev": 0.404,
  "charge": 0,
  "total_energy_ha": -5309.96166,
  "gap_ha": [0.2584, 0.1892],
  "species": ["Pd", "Br", "C", "C", "C", "C", "O", "C", "C", "N", "C", "C", "C", "C", "C", "C", "C", "C", "N", "C", "C", "H", "H", "H", "H", "H", "H", "H", "H", "H", "H", "C", "C", "C", "C", "O", "Si", "S", "O", "C", "C", "C", "C", "O", "C", "C", "C", "C", "H", "H", "H", "H", "H", "H", "H", "H", "H", "H", "H", "H", "H", "H", "H", "H", "H", "H", "H", "H", "H", "H", "H", "H", "H", "H", "H", "C", "N", "C", "C", "C", "N", "C", "C", "O", "H", "H", "H", "H", "H", "H", "H", "H", "H", "H", "H", "H"],
  "positions_angstrom": [[1.622, -0.447, 0.242], [6.268, 2.370, 5.136], [5.191, 2.038, 3.604], [4.479, 3.094, 3.015], [3.706, 2.873, 1.908], [3.571, 1.580, 1.320], [2.836, 1.401, 0.288], [4.333, 0.534, 1.927], [4.445, -0.755, 1.327], [3.769, -1.221, 0.325], [4.296, -2.381, -0.262], [5.626, -2.453, -0.605], [6.169, -3.602, -1.213], [5.383, -4.682, -1.483], [4.009, -4.649, -1.147], [3.150, -5.748, -1.365], [1.847, -5.664, -0.977], [1.394, -4.469, -0.384], [2.148, -3.421, -0.179], [3.452, -3.497, -0.542], [5.130, 0.788, 3.064], [4.549, 4.086, 3.442], [3.166, 3.690, 1.453], [5.225, -1.399, 1.746], [6.253, -1.587, -0.435], [7.220, -3.615, -1.473], [5.794, -5.570, -1.948], [3.543, -6.645, -1.829], [1.160, -6.489, -1.116], [0.361, -4.395, -0.065], [5.696, -0.025, 3.503], [0.161, 4.406, 2.277], [-0.105, 4.685, 0.803], [-0.778, 6.042, 0.638], [1.182, 4.617, -0.014], [-1.020, 3.730, 0.256], [-1.467, 2.194, 0.476], [0.047, 0.947, 1.347], [-1.981, 1.580, -0.932], [-1.961, 1.911, -2.322], [-3.299, 2.559, -2.659], [-1.790, 0.586, -3.052], [-0.810, 2.845, -2.671], [-2.704, 2.240, 1.542], [-3.730, 1.326, 1.925], [-4.385, 1.935, 3.158], [-4.740, 1.189, 0.789], [-3.126, -0.033, 2.252], [0.758, 5.213, 2.702], [0.700, 3.467, 2.409], [-0.783, 4.344, 2.822], [-0.117, 6.838, 0.984], [-1.703, 6.075, 1.215], [-1.015, 6.216, -0.412], [1.941, 5.271, 0.420], [0.999, 4.938, -1.041], [1.561, 3.592, -0.034], [-4.118, 1.906, -2.355], [-3.377, 2.745, -3.731], [-3.399, 3.508, -2.129], [-2.662, -0.053, -2.894], [-0.912, 0.080, -2.652], [-1.655, 0.748, -4.123], [-0.897, 3.787, -2.132], [-0.827, 3.047, -3.743], [0.148, 2.385, -2.415], [-4.847, 2.890, 2.905], [-3.633, 2.106, 3.929], [-5.152, 1.267, 3.554], [-5.235, 2.144, 0.603], [-5.498, 0.447, 1.048], [-4.234, 0.878, -0.125], [-2.342, 0.068, 3.005], [-2.687, -0.477, 1.355], [-3.899, -0.702, 2.634], [-1.828, -2.976, 1.544], [-2.153, -2.968, 0.130], [-3.220, -3.856, -0.291], [-3.689, -3.460, -1.675], [-2.501, -3.506, -2.611], [-1.413, -2.703, -2.084], [-0.302, -2.486, -2.989], [-1.256, -2.421, -0.753], [-0.338, -1.710, -0.350], [-2.712, -2.727, 2.132], [-1.052, -2.243, 1.740], [-1.472, -3.965, 1.853], [-4.032, -3.773, 0.435], [-2.883, -4.902, -0.286], [-4.089, -2.444, -1.639], [-4.474, -4.131, -2.023], [-2.768, -3.109, -3.594], [-2.173, -4.544, -2.757], [-0.636, -1.954, -3.881], [0.126, -3.446, -3.298], [0.465, -1.904, -2.489]],
  "lowdin_charge": [0.61, 0.69, -0.70, -0.12, -0.01, -0.39, -0.20, -0.15, -0.09, 0.02, -0.22, -0.02, -0.07, -0.05, -0.16, -0.02, -0.05, -0.14, 0.12, -0.16, -0.10, 0.10, 0.08, 0.13, 0.12, 0.11, 0.11, 0.12, 0.10, 0.10, 0.11, -0.04, -0.63, -0.03, -0.03, -0.13, -0.06, 0.59, -0.14, -0.63, -0.02, -0.03, -0.02, -0.13, -0.64, -0.03, -0.02, -0.06, 0.09, 0.04, 0.09, 0.09, 0.09, 0.08, 0.09, 0.08, 0.07, 0.08, 0.09, 0.09, 0.09, 0.07, 0.09, 0.07, 0.09, 0.10, 0.09, 0.09, 0.09, 0.09, 0.09, 0.07, 0.09, 0.06, 0.09, -0.05, -0.08, -0.16, -0.15, -0.17, -0.08, -0.05, -0.50, -0.10, 0.08, 0.08, 0.09, 0.12, 0.13, 0.12, 0.12, 0.12, 0.13, 0.08, 0.09, 0.08]
}

2.
{
  "formula": "C45H64ClO3P3SiV",
  "method": "the ωB97M-V functional and the def2-TZVPD basis",
  "lumo_ev": [0.18, 0.01],
  "e_homo_ev": [-6.909, -6.706],
  "spin_multiplicity": 4,
  "de_lowest_ev": 2.226,
  "charge": 0,
  "total_energy_ha": -4696.57216,
  "gap_ha": [0.2604, 0.2469],
  "species": ["V", "C", "C", "C", "P", "C", "C", "C", "C", "C", "C", "C", "C", "C", "Si", "C", "C", "C", "C", "C", "C", "P", "C", "C", "C", "C", "C", "C", "C", "C", "C", "C", "C", "C", "P", "C", "C", "C", "C", "C", "C", "H", "H", "H", "H", "H", "H", "H", "H", "H", "H", "H", "H", "H", "H", "H", "H", "H", "H", "H", "H", "H", "H", "H", "H", "H", "H", "H", "H", "H", "H", "H", "H", "H", "H", "H", "H", "H", "H", "H", "H", "H", "H", "H", "H", "H", "H", "H", "H", "H", "H", "H", "H", "H", "H", "Cl", "C", "C", "C", "C", "O", "C", "C", "O", "C", "H", "H", "H", "H", "C", "C", "O", "H", "H", "H", "H", "H", "H"],
  "positions_angstrom": [[9.017, 11.596, 12.518], [10.619, 7.254, 10.217], [10.317, 8.306, 11.377], [11.637, 8.570, 12.105], [9.581, 9.877, 10.750], [8.177, 9.414, 9.587], [7.435, 8.237, 10.230], [8.264, 9.409, 8.071], [10.878, 10.733, 9.823], [11.102, 10.214, 8.524], [11.891, 10.926, 7.675], [12.510, 12.093, 8.115], [12.393, 12.502, 9.444], [11.600, 11.792, 10.342], [11.464, 12.211, 12.235], [13.273, 11.783, 12.613], [14.169, 11.477, 11.593], [15.522, 11.214, 11.815], [15.950, 11.007, 13.113], [15.086, 11.282, 14.176], [13.787, 11.655, 13.911], [12.711, 12.026, 15.369], [12.818, 10.547, 16.485], [12.283, 9.254, 15.764], [14.165, 10.197, 17.204], [13.730, 13.384, 16.232], [13.708, 14.562, 15.276], [13.176, 13.671, 17.591], [11.389, 14.159, 12.334], [12.389, 14.934, 11.723], [12.191, 16.294, 11.507], [11.090, 16.967, 11.984], [10.067, 16.238, 12.609], [10.193, 14.840, 12.808], [8.933, 13.845, 13.868], [7.305, 14.936, 13.974], [6.457, 14.137, 14.939], [6.682, 15.135, 12.610], [9.777, 14.017, 15.486], [9.284, 12.879, 16.412], [9.680, 15.359, 16.109], [10.703, 6.229, 10.522], [11.577, 7.541, 9.735], [9.869, 7.332, 9.489], [9.561, 7.832, 12.050], [12.150, 9.136, 11.371], [12.202, 7.651, 12.417], [11.530, 9.202, 13.017], [7.531, 10.281, 9.841], [8.015, 7.341, 10.214], [6.455, 8.151, 9.801], [7.237, 8.332, 11.375], [8.915, 8.627, 7.697], [8.716, 10.300, 7.707], [7.261, 9.307, 7.637], [10.760, 9.225, 8.288], [12.122, 10.601, 6.694], [13.072, 12.614, 7.350], [13.007, 13.291, 9.813], [13.851, 11.562, 10.563], [16.210, 11.058, 10.986], [16.973, 10.754, 13.319], [15.431, 11.335, 15.178], [12.054, 10.791, 17.245], [12.821, 9.144, 14.852], [11.203, 9.339, 15.612], [12.467, 8.351, 16.336], [14.763, 9.617, 16.544], [13.983, 9.496, 18.077], [14.729, 11.095, 17.509], [14.801, 13.053, 16.260], [12.755, 14.957, 15.063], [14.151, 14.279, 14.303], [14.228, 15.461, 15.729], [12.076, 13.537, 17.598], [13.429, 14.687, 17.845], [13.473, 13.010, 18.377], [13.291, 14.418, 11.493], [13.083, 16.908, 11.143], [10.991, 18.053, 11.814], [9.170, 16.769, 13.001], [7.600, 15.876, 14.398], [6.787, 14.249, 16.017], [6.519, 13.091, 14.636], [5.389, 14.375, 14.950], [5.802, 15.709, 12.777], [6.391, 14.140, 12.166], [7.381, 15.766, 12.106], [10.810, 13.859, 15.149], [8.212, 12.906, 16.394], [9.563, 13.092, 17.472], [9.595, 11.874, 16.099], [10.180, 15.370, 17.078], [8.683, 15.699, 16.188], [10.257, 16.024, 15.473], [4.783, 7.103, 16.733], [5.925, 8.170, 15.887], [7.308, 8.023, 16.322], [8.222, 8.783, 15.706], [7.996, 9.680, 14.589], [9.028, 10.241, 14.117], [6.639, 9.684, 14.099], [6.195, 10.505, 13.041], [6.931, 11.261, 12.353], [5.592, 8.963, 14.854], [7.634, 7.447, 17.178], [9.254, 8.758, 16.047], [5.117, 10.509, 12.722], [4.603, 8.901, 14.461], [8.690, 14.083, 8.648], [8.164, 13.074, 9.652], [8.923, 13.085, 10.897], [7.976, 14.266, 7.797], [9.643, 13.671, 8.301], [8.843, 15.064, 9.065], [8.110, 12.023, 9.210], [7.140, 13.299, 9.980], [9.605, 13.767, 10.760]],
  "lowdin_charge": [0.38, -0.09, -0.49, -0.12, 1.05, -0.52, -0.11, -0.11, -0.36, -0.10, -0.08, -0.06, -0.12, -0.30, 0.69, -0.29, -0.10, -0.07, -0.07, -0.10, -0.39, 1.10, -0.52, -0.10, -0.12, -0.55, -0.13, -0.12, -0.28, -0.11, -0.10, -0.10, -0.10, -0.33, 1.10, -0.51, -0.14, -0.10, -0.58, -0.11, -0.11, 0.07, 0.08, 0.01, 0.11, 0.04, 0.11, 0.05, 0.07, 0.05, 0.07, 0.10, 0.07, 0.05, 0.09, 0.08, 0.09, 0.10, 0.08, 0.07, 0.10, 0.10, 0.07, 0.09, 0.04, 0.04, 0.07, 0.04, 0.09, 0.06, 0.10, 0.03, 0.08, 0.10, 0.07, 0.07, 0.06, 0.08, 0.13, 0.11, 0.10, 0.08, 0.09, 0.05, 0.08, 0.07, 0.09, 0.05, 0.03, 0.03, 0.09, 0.05, 0.08, 0.05, 0.07, 0.60, -0.64, -0.09, -0.01, -0.34, -0.15, -0.12, -0.20, -0.14, -0.06, 0.11, 0.10, 0.14, 0.10, -0.05, -0.24, -0.23, 0.10, 0.08, 0.07, 0.11, 0.11, 0.07]
}

3.
{
  "formula": "C6H9O2P",
  "method": "the ωB97M-V functional and the def2-TZVPD basis",
  "smiles": "OC1=CC[C@@](O)(P)C=C1",
  "lumo_ev": 0.68,
  "e_homo_ev": -8.292,
  "de_lowest_ev": 0.861,
  "charge": 0,
  "total_energy_ha": -725.75499,
  "gap_ha": 0.3297,
  "species": ["O", "C", "C", "C", "C", "O", "P", "C", "C", "H", "H", "H", "H", "H", "H", "H", "H", "H"],
  "positions_angstrom": [[-2.999, 0.514, -0.311], [-1.674, 0.173, -0.070], [-1.071, -0.836, -0.756], [0.322, -1.216, -0.307], [1.200, -0.187, 0.285], [2.244, -0.937, 0.891], [1.932, 1.216, -0.946], [0.319, 0.679, 1.287], [-0.948, 0.852, 1.011], [-3.215, 0.214, -1.205], [-1.518, -1.443, -1.378], [0.197, -1.988, 0.450], [0.805, -1.711, -1.111], [2.689, -0.502, 1.615], [0.786, 1.972, -1.040], [1.840, 0.356, -2.206], [0.772, 1.256, 2.219], [-1.682, 1.589, 1.571]],
  "lowdin_charge": [0.02, -0.31, 0.00, -0.20, -0.69, -0.07, 0.85, -0.10, -0.08, 0.11, 0.06, 0.13, 0.10, 0.09, -0.15, -0.07, 0.15, 0.16]
}

4.
{
  "formula": "C30H43CeCl5P2",
  "method": "the ωB97M-V functional and the def2-TZVPD basis",
  "lumo_ev": [-3.13, -3.03],
  "e_homo_ev": [-10.693, -10.697],
  "spin_multiplicity": 2,
  "de_lowest_ev": 0.000,
  "charge": 1,
  "total_energy_ha": -4627.47089,
  "gap_ha": [0.2781, 0.2817],
  "species": ["Ce", "C", "C", "C", "C", "C", "C", "H", "H", "H", "C", "H", "H", "H", "C", "H", "H", "H", "C", "H", "H", "H", "C", "H", "H", "H", "C", "C", "C", "C", "C", "C", "C", "C", "H", "H", "H", "H", "H", "H", "H", "H", "H", "H", "H", "H", "P", "P", "C", "C", "H", "H", "H", "H", "C", "H", "H", "H", "C", "H", "H", "H", "C", "H", "H", "H", "C", "H", "H", "H", "Cl", "C", "C", "C", "Cl", "C", "Cl", "C", "Cl", "C", "Cl"],
  "positions_angstrom": [[-0.328, -0.084, 1.883], [-0.558, -2.527, 2.570], [0.776, -2.506, 2.033], [0.755, -1.192, 3.948], [-0.569, -1.730, 3.770], [1.586, -1.694, 2.898], [-1.740, -3.243, 2.024], [-1.521, -3.715, 1.067], [-2.603, -2.575, 1.891], [-2.076, -4.036, 2.704], [-1.755, -1.488, 4.636], [-2.490, -2.292, 4.498], [-2.234, -0.512, 4.433], [-1.447, -1.467, 5.692], [1.236, -0.359, 5.079], [0.837, -0.721, 6.033], [0.904, 0.681, 4.983], [2.324, -0.376, 5.146], [3.066, -1.563, 2.872], [3.543, -2.048, 3.742], [3.376, -0.508, 2.903], [3.499, -2.025, 1.978], [1.305, -3.389, 0.967], [1.708, -4.326, 1.391], [2.127, -2.901, 0.427], [0.520, -3.661, 0.253], [-1.711, 0.410, -4.492], [-1.657, -0.937, -4.602], [-0.868, -1.664, -5.655], [0.531, -1.081, -5.994], [1.286, -0.501, -4.832], [1.295, 0.802, -4.493], [0.350, 1.855, -5.004], [-1.053, 1.357, -5.445], [-1.458, -1.694, -6.588], [0.445, -0.342, -6.807], [-0.735, -2.709, -5.334], [-0.992, 0.923, -6.454], [-2.378, 0.882, -3.762], [-2.357, -1.560, -4.027], [-1.701, 2.248, -5.509], [0.220, 2.619, -4.219], [2.121, 1.178, -3.872], [0.828, 2.363, -5.860], [1.140, -1.918, -6.378], [1.951, -1.207, -4.317], [-0.933, -0.466, -0.850], [1.889, 0.908, 0.266], [-0.069, 0.817, -1.850], [1.134, 1.587, -1.274], [-0.832, 1.538, -2.182], [0.216, 0.255, -2.749], [1.932, 1.646, -2.027], [0.827, 2.620, -1.057], [2.704, 2.351, 1.026], [3.352, 2.003, 1.845], [1.940, 3.024, 1.444], [3.312, 2.909, 0.301], [3.259, -0.124, -0.341], [3.805, 0.387, -1.148], [2.866, -1.077, -0.729], [3.948, -0.336, 0.490], [-2.701, -0.125, -1.134], [-3.297, -0.881, -0.601], [-2.936, -0.168, -2.206], [-2.968, 0.868, -0.744], [-0.593, -2.032, -1.680], [0.448, -2.336, -1.523], [-0.787, -1.952, -2.756], [-1.267, -2.783, -1.242], [-1.306, 1.443, 6.346], [-1.552, 2.526, 5.024], [-1.300, 2.136, 3.713], [-1.544, 3.028, 2.700], [-1.242, 2.521, 1.046], [-2.030, 4.336, 2.943], [-2.292, 5.410, 1.638], [-2.280, 4.743, 4.274], [-2.857, 6.312, 4.598], [-2.036, 3.830, 5.326], [-2.310, 4.314, 6.937]],
  "lowdin_charge": [0.84, -0.34, -0.30, -0.32, -0.33, -0.30, -0.02, 0.07, 0.09, 0.10, -0.03, 0.09, 0.07, 0.08, -0.03, 0.09, 0.05, 0.08, -0.04, 0.11, 0.08, 0.07, -0.03, 0.11, 0.07, 0.06, -0.13, -0.14, -0.18, -0.18, -0.11, -0.15, -0.17, -0.17, 0.13, 0.11, 0.11, 0.11, 0.09, 0.11, 0.12, 0.11, 0.10, 0.13, 0.12, 0.11, 0.79, 0.80, -0.39, -0.38, 0.09, 0.03, 0.06, 0.08, -0.24, 0.05, 0.05, 0.06, -0.23, 0.06, 0.04, 0.04, -0.23, 0.06, 0.03, 0.04, -0.23, 0.04, 0.02, 0.06, 0.72, -0.70, -0.20, -0.68, 0.71, -0.70, 0.69, -0.71, 0.71, -0.71, 0.71]
}

5.
{
  "formula": "C13H42O13",
  "method": "the ωB97M-V functional and the def2-TZVPD basis",
  "smiles": "OCCO.OCCO.OCCO.OCCO.OCCO.CO.CO.CO",
  "lumo_ev": 0.24,
  "e_homo_ev": -9.587,
  "de_lowest_ev": 0.000,
  "charge": 0,
  "total_energy_ha": -1498.49186,
  "gap_ha": 0.3612,
  "species": ["O", "C", "C", "O", "H", "H", "H", "H", "H", "H", "O", "C", "C", "O", "H", "H", "H", "H", "H", "H", "O", "C", "C", "O", "H", "H", "H", "H", "H", "H", "O", "C", "C", "O", "H", "H", "H", "H", "H", "H", "O", "C", "C", "O", "H", "H", "H", "H", "H", "H", "C", "O", "H", "H", "H", "H", "C", "O", "H", "H", "H", "H", "C", "O", "H", "H", "H", "H"],
  "positions_angstrom": [[2.306, -1.543, 1.872], [3.269, -2.551, 1.519], [4.216, -1.969, 0.523], [5.125, -1.052, 1.149], [1.986, -1.677, 2.769], [3.815, -2.882, 2.404], [2.747, -3.412, 1.083], [3.666, -1.442, -0.261], [4.826, -2.746, 0.068], [4.703, -0.191, 1.193], [2.187, 1.995, 2.374], [1.277, 2.825, 1.656], [1.892, 4.168, 1.358], [3.009, 3.938, 0.485], [3.002, 1.913, 1.869], [1.088, 2.323, 0.699], [0.366, 2.941, 2.241], [2.269, 4.606, 2.288], [1.160, 4.826, 0.887], [3.037, 4.650, -0.159], [-2.760, 1.664, -3.318], [-1.743, 1.701, -2.322], [-0.407, 1.113, -2.785], [0.165, 1.861, -3.840], [-3.158, 0.789, -3.292], [-1.578, 2.750, -2.060], [-2.118, 1.182, -1.434], [-0.539, 0.078, -3.090], [0.236, 1.167, -1.895], [0.409, 2.726, -3.499], [1.254, -2.908, -1.834], [-0.077, -3.308, -2.067], [-0.183, -3.986, -3.415], [-1.387, -4.734, -3.387], [1.230, -2.162, -1.216], [-0.429, -4.008, -1.291], [-0.791, -2.474, -2.060], [0.703, -4.599, -3.605], [-0.231, -3.205, -4.184], [-1.538, -5.103, -4.261], [0.809, -0.577, -0.213], [-0.536, -0.866, 0.166], [-1.081, 0.072, 1.200], [-0.367, -0.045, 2.411], [1.342, -0.623, 0.603], [-1.171, -0.886, -0.722], [-0.542, -1.887, 0.583], [-2.139, -0.171, 1.357], [-1.075, 1.115, 0.859], [0.118, 0.755, 2.622], [-4.027, -2.248, -2.469], [-3.125, -1.402, -1.751], [-4.520, -2.985, -1.831], [-4.807, -1.622, -2.898], [-3.495, -2.764, -3.270], [-2.654, -1.956, -1.122], [1.430, 1.503, 5.679], [1.998, 0.597, 4.757], [1.529, 1.107, 6.687], [1.951, 2.473, 5.678], [0.370, 1.699, 5.476], [2.093, 1.052, 3.910], [-4.349, 2.091, 0.221], [-3.349, 3.070, 0.460], [-5.317, 2.387, 0.641], [-4.483, 1.841, -0.835], [-4.063, 1.173, 0.733], [-3.544, 3.831, -0.094]],
  "lowdin_charge": [-0.09, -0.21, -0.23, -0.06, 0.10, 0.13, 0.12, 0.12, 0.13, 0.07, -0.08, -0.22, -0.22, -0.06, 0.10, 0.12, 0.13, 0.12, 0.12, 0.09, -0.06, -0.25, -0.24, -0.05, 0.07, 0.12, 0.09, 0.12, 0.10, 0.08, -0.06, -0.27, -0.24, -0.07, 0.04, 0.13, 0.09, 0.12, 0.12, 0.09, -0.10, -0.24, -0.24, -0.04, 0.05, 0.07, 0.14, 0.12, 0.11, 0.05, -0.12, -0.15, 0.08, 0.08, 0.07, 0.05, -0.17, -0.13, 0.07, 0.08, 0.07, 0.01, -0.16, -0.13, 0.08, 0.07, 0.07, 0.08]
}